No. 1
21
Properties=species:S:1:pos:R:3:forces:R:3 method="wB97M-V/def2-TZVPD" total_energy_ev=-19065.88544 homo_energy_ha=-0.5130 total_charge=+1
I -2.7116 -0.1569 2.2553 0.390 -0.126 -0.333
O 1.5716 -0.5107 -0.0870 0.100 2.141 0.529
N 1.1133 1.6423 2.0334 0.069 -0.026 0.292
C 2.1176 1.5747 2.5666 -0.176 0.444 -0.179
C -1.0296 -1.5610 0.1220 -1.606 -1.515 -0.188
C -0.1653 0.9446 -1.2037 2.554 -0.478 -0.799
C 0.7225 -0.3868 -1.2227 -1.381 0.194 -0.168
C -0.2310 -1.5776 -1.1391 1.369 -0.812 -2.546
C -0.9390 1.0223 0.1249 -0.909 1.065 -1.664
C -1.4405 -0.2509 0.6654 -0.276 0.585 -0.472
H -1.9405 -2.2519 -0.0928 1.064 1.232 0.967
H 1.2867 -0.4798 -2.1473 0.158 0.317 -0.082
H 3.0643 1.6544 3.0139 0.740 -0.182 0.479
H 0.6234 1.7957 -1.2275 -1.589 -1.025 -0.064
H -0.8437 1.0355 -2.1432 1.242 -0.277 1.697
H -1.7103 1.7989 -0.2340 0.266 -1.144 1.727
H -0.3236 1.4969 0.9455 -0.764 -0.384 -0.590
H -0.8708 -1.5605 -2.0521 0.125 0.216 0.700
H 0.3615 -2.5577 -1.3282 -0.956 1.493 0.977
H -0.4637 -2.0777 0.9009 -0.146 0.000 0.425
H 1.8087 0.4063 0.2496 -0.273 -1.716 -0.707

No. 2
15
Properties=species:S:1:pos:R:3:forces:R:3 method="wB97M-V/def2-TZVPD" total_energy_ev=-18092.61670 homo_energy_ha=-0.2985
S 0.3787 -1.8503 0.5656 0.741 -0.091 -0.088
N -0.9453 -0.9709 1.2254 -0.199 1.386 0.179
N -1.3034 1.2501 1.9774 -0.104 0.770 0.064
C 0.1661 -0.5881 -1.8727 -0.046 1.226 0.583
C 0.4210 0.7719 0.2810 -0.379 1.096 -1.089
C -0.7051 0.4246 1.2313 0.570 -0.199 -0.247
C 0.8613 -0.4267 -0.5156 -1.247 -1.088 -0.488
H 1.9318 -0.4640 -0.6642 0.231 -0.013 0.163
H 1.2841 1.0517 0.8700 0.005 0.558 0.335
H 0.6383 -1.3744 -2.4065 0.098 -0.865 -0.563
H -0.9803 2.2336 1.7995 -0.356 -1.345 0.145
H -1.2311 -1.2921 2.1392 -0.150 -0.175 0.009
H 0.0891 1.6318 -0.4040 0.635 -1.122 1.039
H 0.3069 0.3312 -2.4416 0.090 0.108 -0.162
H -0.9121 -0.7286 -1.7847 0.110 -0.245 0.120

No. 3
93
Properties=species:S:1:pos:R:3:forces:R:3 method="wB97M-V/def2-TZVPD" total_energy_ev=-158167.30766 homo_energy_ha="-0.4973 / -0.4981" total_charge=+2 spin_multiplicity=4
Cr -1.0944 0.0097 0.7179 0.030 0.643 -0.250
Cl -2.8430 0.9229 2.3593 -0.139 0.045 0.025
Cl -0.9084 2.6292 -2.2614 0.153 0.284 0.360
Cl -1.8092 5.5267 -1.6196 0.011 -0.036 -0.031
Cl -3.9677 3.7814 3.0119 0.012 0.023 0.006
Cl -3.3339 6.1463 1.0191 0.001 -0.001 -0.003
P 1.0299 -0.5111 -0.5372 0.080 -0.365 -0.087
O 0.3381 -1.3547 4.3764 0.147 0.077 0.064
O -4.2933 -1.9903 -0.8550 -0.134 0.142 -0.153
N -2.5107 -0.6539 -0.6470 0.057 -0.091 0.083
N -1.7435 -1.7757 1.5696 0.040 0.053 0.041
N 0.0770 -0.1455 2.5025 0.115 0.093 0.141
C 1.5943 0.8464 -1.5731 0.107 -0.001 0.108
C 1.1099 -4.6174 -2.5947 0.015 -0.004 -0.002
C 2.6143 2.5404 3.2693 -0.010 0.017 -0.223
C 2.5770 2.9949 -3.0282 -0.030 0.025 0.039
C -1.0849 -1.0260 -5.5615 0.022 0.013 0.059
C 2.5149 3.0729 -1.6411 -0.046 0.030 -0.061
C -3.2084 -1.6461 -0.2183 0.074 -0.213 0.241
C -3.1230 -3.6260 3.0143 0.074 0.006 -0.012
C 3.3108 -2.5855 2.1197 0.025 0.017 0.023
C 1.3523 1.9516 3.2052 0.110 -0.014 -0.059
C -1.5559 0.2537 -5.3004 0.024 -0.005 0.018
C -2.3566 -0.4690 -3.1476 -0.114 0.000 -0.066
C 2.3018 -2.1406 1.2863 -0.064 0.092 0.048
C -2.7501 4.5730 0.7079 0.031 -0.056 -0.001
C 1.2836 0.4497 3.1616 -0.213 0.089 0.098
C 0.2255 2.7569 3.2116 -0.018 0.134 0.121
C 0.1265 -4.3273 -1.6615 -0.029 0.043 -0.050
C 1.6180 0.7866 -2.9625 0.018 -0.016 -0.050
C -2.0435 4.2845 -0.4649 0.011 -0.031 -0.040
C 0.3478 4.1408 3.2495 -0.008 -0.041 0.000
C -4.5118 -0.9280 -1.8594 0.175 -0.053 0.011
C 2.1115 1.8652 -3.6856 -0.022 -0.044 0.029
C 1.6046 4.7243 3.2976 0.057 -0.032 0.003
C -3.0152 3.5444 1.6108 -0.044 0.006 0.028
C -1.2653 -2.0336 -4.6215 0.021 0.008 0.005
C 1.2646 -0.2220 4.5483 -0.086 -0.052 -0.059
C 1.9708 -2.3791 -2.3904 0.011 0.029 -0.010
C 0.0520 -3.0533 -1.1147 -0.035 -0.002 -0.068
C -2.8392 -2.3231 1.0519 -0.045 0.130 -0.167
C -2.1920 0.5307 -4.0978 -0.026 0.021 -0.162
C 2.0077 2.0096 -0.9155 0.014 -0.082 0.028
C -3.5675 -3.2722 1.7417 -0.010 -0.097 0.009
C 2.7392 3.9206 3.3153 -0.020 0.023 0.011
C -3.1562 -0.1746 -1.9039 -0.107 -0.022 0.138
C -0.2686 -1.1414 3.2399 -0.152 -0.196 -0.186
C 2.4585 -0.9740 0.5275 -0.219 -0.045 0.087
C 4.5076 -1.8784 2.1977 -0.017 -0.010 0.001
C 4.6795 -0.7372 1.4330 -0.003 0.050 -0.008
C -1.9086 -1.7547 -3.4251 0.026 -0.029 -0.019
C 0.9576 -2.0647 -1.4828 0.025 0.043 -0.036
C -1.5482 2.9938 -0.6993 0.106 0.185 -0.055
C -2.0152 -2.9935 3.5762 -0.122 -0.155 0.080
C 2.0323 -3.6420 -2.9555 -0.014 -0.009 -0.018
C 3.6605 -0.2806 0.6001 0.023 0.044 -0.033
C -2.4638 2.3116 1.3229 0.123 -0.119 -0.032
C -1.6460 1.9912 0.2576 0.012 -0.264 0.115
C -1.3603 -2.0506 2.8106 0.217 0.160 0.001
H -2.0732 -2.5572 -2.7175 0.013 -0.032 0.046
H 5.3059 -2.2311 2.8375 -0.010 0.014 0.001
H 2.8150 -3.8718 -3.6667 -0.013 0.000 0.017
H 3.8296 0.6128 0.0163 -0.049 -0.003 -0.047
H -2.5583 1.5327 -3.9009 -0.050 -0.193 -0.103
H -0.5922 -1.2410 -6.5006 -0.010 -0.008 0.002
H 3.1736 -3.4907 2.6972 0.012 0.000 -0.009
H -5.3438 -0.3261 -1.5008 0.028 0.006 0.037
H 1.1712 -5.6073 -3.0278 0.000 0.016 0.001
H -0.9201 -3.0393 -4.8249 -0.003 0.015 -0.002
H -1.6847 -3.2059 4.5838 -0.018 -0.018 -0.009
H -4.7639 -1.4076 -2.7980 -0.003 -0.054 -0.011
H 3.7222 4.3712 3.3585 -0.015 -0.006 0.013
H -3.6621 -4.3717 3.5830 -0.003 0.013 0.005
H 1.2362 -0.0803 -3.4881 0.012 0.001 0.014
H -0.5839 -5.0898 -1.3658 0.021 0.023 0.006
H 1.9369 2.0859 0.1669 0.011 0.007 -0.015
H 3.5029 1.9171 3.2509 -0.015 0.008 0.028
H 0.8605 0.4164 5.3308 -0.065 0.006 0.000
H 1.7037 5.8011 3.3308 -0.004 -0.011 -0.004
H -3.2993 0.8993 -1.8119 -0.053 0.049 -0.011
H -1.4341 1.0381 -6.0358 -0.013 -0.006 -0.008
H 2.8490 3.9659 -1.1285 -0.009 -0.015 -0.012
H 2.1327 1.8185 -4.7666 0.004 0.000 0.011
H -0.5410 4.7608 3.2530 0.018 -0.015 0.006
H 5.6123 -0.1896 1.4745 -0.003 -0.025 -0.008
H 2.1404 0.0978 2.5999 0.143 -0.107 -0.042
H -0.7148 -2.8337 -0.3865 -0.023 -0.001 0.010
H -4.4573 -3.7044 1.3046 -0.002 0.004 0.031
H 2.7301 -1.6494 -2.6409 -0.012 0.009 -0.008
H 2.9710 3.8267 -3.5974 0.000 -0.012 0.005
H -0.7540 2.3111 3.2141 -0.141 -0.084 0.010
H 1.3827 -2.7133 1.2224 -0.001 -0.019 -0.044
H 2.2233 -0.6316 4.8469 0.017 -0.002 0.010

No. 4
9
Properties=species:S:1:pos:R:3:forces:R:3 method="wB97M-V/def2-TZVPD" total_energy_ev=-8635.02866 homo_energy_ha=-0.3693
O -0.5867 -1.0463 0.3320 1.609 -2.080 1.952
N 2.1416 0.8411 -0.4941 1.333 2.219 -1.502
N 1.0581 -0.7343 0.8507 -6.814 -1.567 0.620
N -0.8304 1.1186 -0.1407 -2.723 0.280 -2.731
C -1.2946 -0.0833 -0.2442 2.470 1.644 -0.941
C 1.4865 0.1890 0.1784 2.400 1.280 -1.654
H 1.3410 -1.4536 1.4375 0.256 -1.283 0.824
H -2.0405 -0.5536 -0.9697 0.700 0.731 1.049
H -1.2750 1.7226 -0.9498 0.769 -1.225 2.384